A molecular structure, C12H22N2O in a non-equilibrium geometry, computed with wB97M-V/def2-TZVPD.

Computed properties:
Energy relative to the best compared isomer or geometry (same formula, charge and spin) ... 1626.0 kJ/mol
HOMO ... -8.50 eV
HOMO-LUMO gap ... 8.64 eV

Structure (XYZ):
```
37
Properties=species:S:1:pos:R:3:lowdin_charge:R:1
C 0.47 2.73 -3.27 -0.17
C 1.18 1.45 -3.19 -0.40
C 1.82 1.16 -1.73 -0.15
C 0.55 1.58 -0.90 -0.34
C -0.58 0.72 -1.16 -0.24
C -0.25 -0.76 -0.67 -0.11
C -0.05 -1.42 0.73 -0.14
C 1.08 -0.98 1.75 -0.28
C 1.21 -2.11 2.70 -0.05
C -2.07 -0.44 2.13 -0.25
C -3.13 -0.74 2.86 -0.07
C -3.27 -2.10 2.32 -0.15
H -0.92 2.73 -4.00 0.18
H 0.23 3.58 -1.87 0.21
H 1.78 3.44 -4.09 0.16
H 0.28 0.82 -3.52 0.09
H 1.85 1.09 -3.82 0.04
H 2.38 0.22 -1.50 0.10
H 2.58 1.69 -1.29 0.06
H 0.57 2.78 -1.31 0.03
H 0.77 1.65 0.29 0.15
H -1.45 1.21 -0.56 0.13
H -0.77 0.77 -2.43 0.14
H 0.46 -1.09 -1.36 0.08
H -1.28 -1.18 -1.01 0.14
H 0.06 -2.42 0.53 0.10
H 0.61 -0.13 2.24 0.12
H 1.24 -2.92 2.06 0.05
H 0.22 -2.34 3.22 0.13
H 2.06 -1.97 3.33 0.08
H 2.85 0.05 1.30 0.15
H -1.45 0.40 1.76 0.13
H -3.60 -0.25 3.97 0.19
H -4.09 -2.68 2.76 0.09
N -1.47 -1.37 1.43 -0.13
N -2.20 -2.46 1.58 0.05
O 2.34 -0.72 0.76 -0.12
```

=====

A gas-phase ion, C12H22N3O2S2 (charge +1), computed with wB97M-V/def2-TZVPD.

Computed properties:
Total charge ... +1
HOMO ... -12.90 eV
HOMO-LUMO gap ... 9.94 eV

Structure (XYZ):
```
41
Properties=species:S:1:pos:R:3:lowdin_charge:R:1
C -1.29 -2.83 1.40 -0.10
C -0.34 -3.18 0.25 -0.26
C 1.07 -2.59 0.38 -0.23
C 1.34 -1.30 -0.40 -0.31
S 0.30 0.07 0.19 1.18
C -0.50 0.80 -1.27 -0.36
C -1.91 0.26 -1.51 -0.46
S -2.03 -1.20 -2.60 1.02
C -0.67 -0.93 -3.65 -0.73
N 0.41 -1.61 -3.72 0.06
N 1.17 -1.04 -4.73 0.08
C 0.48 -0.05 -5.17 -0.16
O -0.70 0.10 -4.55 0.05
C 1.45 1.40 0.57 -0.23
C 0.67 2.51 1.28 -0.53
O 0.56 3.58 0.75 0.14
N 0.08 2.12 2.49 -0.19
C -1.14 2.88 2.79 -0.05
C 1.03 2.12 3.62 -0.03
H -0.87 -3.13 2.36 0.08
H -1.52 -1.76 1.46 0.04
H -2.24 -3.35 1.27 0.08
H -0.24 -4.27 0.23 0.12
H -0.76 -2.90 -0.72 0.07
H 1.35 -2.45 1.43 0.12
H 1.79 -3.30 -0.04 0.13
H 2.37 -0.98 -0.24 0.10
H 1.18 -1.42 -1.48 0.07
H 0.17 0.68 -2.11 0.09
H -0.55 1.87 -1.05 0.10
H -2.34 -0.08 -0.57 0.07
H -2.54 1.06 -1.89 0.09
H 0.73 0.65 -5.96 0.14
H 2.24 0.98 1.20 0.11
H 1.86 1.79 -0.36 0.12
H -0.97 3.96 2.81 0.10
H -1.51 2.56 3.77 0.10
H -1.91 2.65 2.05 0.09
H 0.74 1.35 4.34 0.10
H 2.04 1.88 3.27 0.09
H 1.05 3.09 4.11 0.10
```

=====

A molecular structure, C12H22N3O6RuS2, computed with wB97M-V/def2-TZVPD.

Computed properties:
Energy relative to the best compared isomer or geometry (same formula, charge and spin) ... 0.0 kJ/mol
Total charge ... +1
HOMO (spin up / spin down) ... -11.93 / -11.93 eV
HOMO-LUMO gap (spin up / spin down) ... 8.28 / 8.28 eV

Structure (XYZ):
```
46
Properties=species:S:1:pos:R:3:lowdin_charge:R:1
Ru 0.18 0.35 -0.22 1.32
O -2.27 0.71 3.46 -0.24
S -2.03 0.18 2.16 0.55
O -2.95 0.70 1.12 -0.35
O -0.62 0.42 1.71 -0.45
C -2.22 -1.59 2.27 -0.22
C -2.90 -2.01 3.41 -0.04
C -3.13 -3.36 3.64 -0.03
C -2.67 -4.30 2.75 -0.03
C -1.98 -3.90 1.61 -0.04
C -1.75 -2.55 1.37 -0.23
S -0.85 -2.21 -0.13 0.56
O 0.50 -1.71 0.24 -0.40
O -0.87 -3.38 -0.94 -0.23
O -1.53 -1.01 -0.72 -0.44
H -3.25 -1.27 4.11 0.12
H -3.66 -3.66 4.53 0.12
H -2.84 -5.36 2.92 0.12
H -1.62 -4.63 0.90 0.12
N -3.39 0.72 -1.46 0.16
C -2.98 2.12 -1.79 -0.13
C -1.47 2.30 -1.85 -0.19
N -0.80 2.18 -0.53 -0.06
H -4.39 0.59 -1.60 0.17
H -3.17 0.51 -0.43 0.07
H -2.88 0.02 -2.00 0.14
H -3.44 2.77 -1.04 0.14
H -3.39 2.37 -2.76 0.14
H -1.28 3.29 -2.27 0.13
H -1.04 1.57 -2.53 0.11
H -1.47 2.23 0.24 0.09
H -0.15 2.96 -0.38 0.12
C 3.50 -0.60 0.19 -0.03
C 2.96 -0.18 -1.18 -0.67
C 3.80 0.94 -1.78 -0.04
C 2.82 -1.36 -2.13 -0.03
N 1.64 0.41 -0.98 -0.11
H 4.52 -0.96 0.06 0.10
H 2.90 -1.40 0.62 0.07
H 3.52 0.25 0.88 0.09
H 4.81 0.56 -1.97 0.10
H 3.88 1.79 -1.10 0.09
H 3.39 1.28 -2.73 0.08
H 3.81 -1.79 -2.30 0.10
H 2.42 -1.04 -3.09 0.09
H 2.17 -2.13 -1.71 0.07
```

=====

C12H22O4 in the gas phase in a non-equilibrium geometry, computed with wB97M-V/def2-TZVPD.

Computed properties:
Energy relative to the best compared isomer or geometry (same formula, charge and spin) ... 0.0 kJ/mol
HOMO ... -9.95 eV
HOMO-LUMO gap ... 10.58 eV
SMILES string ... COCCCCCCCC[C@@H]1COC(=O)O1

Structure (XYZ):
```
38
Properties=species:S:1:pos:R:3:lowdin_charge:R:1
C 3.91 -1.15 1.15 -0.13
O 3.97 0.27 1.48 -0.23
C 2.61 0.80 1.30 -0.22
C 2.50 1.74 -0.01 -0.16
C 1.21 1.46 -0.93 -0.20
C 1.07 -0.06 -1.43 -0.20
C -0.40 -0.21 -2.07 -0.20
C -1.15 -1.59 -1.76 -0.20
C -1.13 -2.06 -0.23 -0.19
C -1.21 -0.88 0.85 -0.11
C -2.34 0.22 0.60 -0.27
C -3.20 0.78 1.86 -0.08
O -4.24 1.52 1.11 -0.03
C -4.13 1.22 -0.30 -0.36
O -4.46 1.91 -1.27 0.14
O -3.47 -0.07 -0.27 -0.01
H 3.22 -1.74 1.87 0.10
H 4.98 -1.56 1.32 0.10
H 3.61 -1.33 0.05 0.09
H 1.91 -0.10 1.28 0.08
H 2.35 1.41 2.24 0.13
H 2.39 2.82 0.39 0.11
H 3.49 1.70 -0.57 0.12
H 1.32 2.11 -1.88 0.12
H 0.26 1.83 -0.40 0.10
H 1.82 -0.24 -2.29 0.12
H 1.28 -0.84 -0.63 0.08
H -0.31 -0.12 -3.22 0.12
H -1.02 0.71 -1.75 0.10
H -2.26 -1.56 -2.09 0.11
H -0.66 -2.40 -2.42 0.11
H -1.92 -2.87 0.01 0.12
H -0.11 -2.59 -0.06 0.11
H -0.22 -0.34 1.00 0.09
H -1.45 -1.39 1.87 0.13
H -1.84 1.19 0.24 0.14
H -3.86 0.01 2.41 0.15
H -2.53 1.38 2.56 0.14
```

=====

3 unconnected molecules or ions with the total composition C12H22O8S2 in a non-equilibrium geometry, computed with wB97M-V/def2-TZVPD.

Computed properties:
HOMO ... -10.30 eV
HOMO-LUMO gap ... 10.50 eV
SMILES string ... O=CC[C@H](O)OC=O.O=S1(=O)CCCC1.O=S1(=O)CCCC1

Structure (XYZ):
```
44
Properties=species:S:1:pos:R:3:lowdin_charge:R:1
O -1.78 0.29 2.45 -0.08
C -1.33 -0.97 2.46 -0.13
C -1.89 -2.21 1.51 -0.07
C -2.61 -3.30 2.51 -0.32
O -1.98 -4.65 2.47 -0.05
O -4.05 -3.52 2.25 -0.04
C -4.81 -2.26 2.23 -0.12
O -6.09 -2.34 1.79 -0.06
H -0.49 -1.23 3.25 0.14
H -2.57 -1.83 0.62 0.14
H -0.93 -2.68 1.00 0.14
H -2.44 -2.91 3.62 0.17
H -1.11 -4.62 1.97 0.11
H -4.34 -1.21 2.52 0.18
O 2.05 -0.64 1.90 -0.33
S 2.41 0.48 1.06 0.67
O 2.47 0.39 -0.38 -0.33
C 1.39 1.87 1.51 -0.23
C 2.17 2.56 2.63 -0.22
C 3.63 2.56 2.18 -0.22
C 3.95 1.16 1.66 -0.23
H 0.41 1.53 1.82 0.09
H 1.31 2.52 0.63 0.11
H 1.80 3.57 2.81 0.12
H 2.07 1.99 3.56 0.12
H 3.76 3.29 1.37 0.12
H 4.30 2.85 2.99 0.12
H 4.68 1.19 0.85 0.11
H 4.32 0.52 2.46 0.11
O -0.92 1.52 -1.70 -0.32
S -0.64 0.30 -2.43 0.66
O -0.71 -1.00 -1.80 -0.34
C -1.63 0.28 -3.91 -0.24
C -0.77 1.00 -4.94 -0.23
C 0.65 0.47 -4.74 -0.22
C 0.94 0.48 -3.24 -0.24
H -2.58 0.78 -3.73 0.11
H -1.79 -0.76 -4.19 0.11
H -1.13 0.82 -5.96 0.12
H -0.79 2.08 -4.76 0.12
H 0.71 -0.56 -5.12 0.12
H 1.38 1.06 -5.30 0.12
H 1.60 -0.34 -2.95 0.10
H 1.38 1.44 -2.93 0.11
```

=====

C12H22S in the gas phase in a non-equilibrium geometry, computed with wB97M-V/def2-TZVPD.

Computed properties:
Energy relative to the best compared isomer or geometry (same formula, charge and spin) ... 44.9 kJ/mol
HOMO ... -7.22 eV
HOMO-LUMO gap ... 7.71 eV

Structure (XYZ):
```
35
Properties=species:S:1:pos:R:3:lowdin_charge:R:1
C 2.10 1.53 0.33 -0.45
C -0.37 -0.92 0.17 -0.14
C -0.19 1.22 1.43 -0.12
C 0.60 1.77 0.29 -0.38
C -0.92 0.26 -0.65 -0.19
C -1.21 0.33 0.83 -0.38
C -0.01 1.36 -1.07 -0.30
C -2.57 0.24 1.40 -0.06
C -0.86 2.49 -1.75 -0.04
C -0.60 -2.75 -1.58 -0.06
C 3.17 -1.48 0.98 -0.23
C -1.12 -2.23 -0.12 -0.19
S 2.73 0.07 -0.20 0.89
H 2.63 2.02 1.16 0.05
H 0.42 0.72 2.11 0.09
H -0.83 2.03 2.06 0.17
H 0.60 2.82 0.28 0.10
H -1.71 0.00 -1.34 0.14
H 0.63 -1.13 0.55 0.09
H 0.80 1.01 -1.77 0.13
H -2.72 -0.49 2.24 0.09
H -3.34 -0.05 0.60 0.10
H -2.99 1.23 1.75 0.09
H -1.38 3.09 -0.96 0.09
H -1.49 1.91 -2.47 0.08
H -0.24 3.23 -2.26 0.07
H -0.72 -3.84 -1.74 0.08
H 0.36 -2.48 -1.40 0.01
H -1.12 -2.11 -2.23 0.04
H 2.73 -0.92 1.92 0.07
H 2.54 -2.23 0.71 -0.04
H 4.23 -1.61 0.99 0.01
H -0.95 -3.15 0.48 0.09
H -2.24 -2.23 -0.17 0.10
H 4.03 0.32 -0.58 -0.02
```

=====

no.,electronic energy (a.u.)
1,-654.58885
2,-1581.27166
3,-1977.20170
4,-771.25305
5,-1868.57611
6,-868.40471